# 1
Here is a structure of composition C10H21NaO10 in a non-equilibrium geometry from the OMol25 dataset. Energies are from ωB97M-V/def2-TZVPD.

XYZ file:
```
42
C10H21NaO10 ωB97M-V/def2-TZVPD
Na -0.72 -0.05 0.04
C -0.76 0.06 3.80
O -0.68 -0.27 2.44
H -0.46 -0.71 4.51
H -0.02 0.84 4.00
H -1.77 0.34 4.10
C 2.89 0.02 -2.68
O 3.39 0.35 -1.39
C 2.75 0.71 -0.33
O 1.53 0.62 -0.26
O 3.53 0.99 0.64
C 3.07 1.04 2.01
H 2.62 -1.03 -2.72
H 3.75 0.19 -3.34
H 2.04 0.65 -2.94
H 2.28 0.29 2.08
H 2.59 1.99 2.22
H 3.95 0.83 2.61
C -1.31 -4.10 -2.05
O -0.53 -4.25 -0.82
C 0.36 -3.25 -0.62
O 0.27 -2.12 -1.13
O 1.11 -3.67 0.29
C 2.06 -2.87 0.86
H -2.28 -3.60 -1.94
H -1.55 -5.14 -2.25
H -0.79 -3.79 -2.95
H 2.86 -3.55 1.14
H 1.69 -2.28 1.71
H 2.51 -2.14 0.18
C -4.64 2.41 -2.12
O -3.90 3.15 -1.19
C -2.79 2.65 -0.64
O -2.37 1.56 -0.77
O -2.34 3.65 0.12
C -1.17 3.52 0.93
H -4.03 1.74 -2.72
H -5.34 3.01 -2.72
H -5.23 1.82 -1.43
H -0.39 3.27 0.20
H -1.26 2.69 1.63
H -0.93 4.42 1.49
```

Values from the calculation:
Total charge: 0
Energy above the lowest of the compared OMol25 structures with the same formula, charge and spin (kJ/mol): 142.6

# 2
Here is a structure of composition C10H21NaO10 in a non-equilibrium geometry from the OMol25 dataset. Energies are from ωB97M-V/def2-TZVPD.

XYZ file:
```
42
C10H21NaO10 ωB97M-V/def2-TZVPD
Na -1.63 11.80 16.56
C -0.82 14.49 15.90
O -1.11 13.10 15.98
H -0.44 14.80 16.87
H 0.00 14.69 15.22
H -1.67 15.11 15.62
C -4.88 9.72 15.16
O -4.58 10.92 14.51
C -3.42 11.49 14.68
O -2.46 11.11 15.31
O -3.62 12.63 14.08
C -2.76 13.76 14.26
H -5.15 9.95 16.19
H -4.00 9.06 15.13
H -5.71 9.23 14.64
H -3.04 14.65 13.69
H -1.75 13.47 13.97
H -2.73 14.07 15.30
C -0.42 9.23 19.35
O 0.59 9.92 18.74
C 0.29 11.12 18.19
O -0.78 11.69 18.10
O 1.39 11.53 17.58
C 1.30 12.67 16.73
H 0.04 8.33 19.75
H -1.07 8.85 18.55
H -0.87 9.81 20.15
H 0.73 12.34 15.86
H 2.27 13.04 16.40
H 0.68 13.51 17.06
C -2.60 8.37 16.75
O -3.49 8.97 17.72
C -3.25 10.18 18.19
O -2.43 11.01 17.71
O -4.16 10.36 19.24
C -4.29 11.63 19.83
H -2.90 7.34 16.56
H -1.62 8.42 17.23
H -2.63 8.93 15.81
H -4.38 11.51 20.91
H -5.19 12.14 19.51
H -3.47 12.34 19.77
```

Values from the calculation:
Total charge: 0
Energy above the lowest of the compared OMol25 structures with the same formula, charge and spin (kJ/mol): 1202.1

# 3
Here is a structure of composition C10H21O3Si in a non-equilibrium geometry from the OMol25 dataset. Energies are from ωB97M-V/def2-TZVPD.

XYZ file:
```
35
C10H21O3Si ωB97M-V/def2-TZVPD
C 0.95 2.22 -0.18
C -1.69 -2.69 0.42
C -2.67 2.66 -0.49
C 1.67 0.24 -2.18
C 2.57 -0.42 0.10
C -0.55 -1.71 0.62
C 0.51 -1.55 -0.65
C -2.00 1.33 -0.04
C 0.37 0.95 -0.19
C 1.25 -0.21 -0.71
O 2.01 2.37 0.82
O 0.48 3.28 -0.57
O -0.93 1.00 -0.87
Si 1.40 1.83 2.17
H -1.49 -3.80 0.31
H -2.14 -2.39 -0.43
H -2.41 -2.54 1.21
H -1.84 3.33 -0.75
H -3.22 2.63 -1.53
H -3.54 3.11 0.03
H 1.33 1.25 -2.38
H 2.83 0.23 -2.21
H 1.43 -0.39 -3.04
H 2.43 -1.12 1.00
H 3.18 0.39 0.51
H 3.23 -1.26 -0.51
H -0.93 -0.80 0.78
H 0.03 -2.03 1.51
H -0.19 -1.71 -1.48
H 1.14 -2.35 -0.56
H -2.77 0.55 -0.16
H -1.63 1.36 0.96
H 2.30 2.34 3.19
H 1.23 0.30 2.31
H 0.05 2.42 2.44
```

Values from the calculation:
Total charge: -1
Energy above the lowest of the compared OMol25 structures with the same formula, charge and spin (kJ/mol): 122.5

# 4
Here is a structure of composition C10H22BrCuNO8P in a non-equilibrium geometry from the OMol25 dataset. Energies are from ωB97M-V/def2-TZVPD.

XYZ file:
```
44
C10H22BrCuNO8P ωB97M-V/def2-TZVPD
Cu -2.07 1.98 -0.25
Br -4.20 1.69 -1.94
C -1.54 4.42 0.75
O -2.37 3.68 1.33
O -1.11 4.12 -0.37
O -1.39 5.51 1.23
C 0.04 0.67 4.20
O -0.16 1.13 5.33
N 0.65 1.27 3.17
C 0.72 0.60 1.87
C 0.96 2.70 3.20
H -0.08 -0.41 3.99
H -0.10 -0.12 1.88
H 1.70 0.13 1.79
H 0.36 1.25 1.07
H 0.64 3.30 2.35
H 0.75 3.13 4.18
H 2.04 2.80 3.13
C 3.01 -1.52 -2.19
C 2.23 -2.07 -0.94
O 1.24 -1.30 -0.22
P -0.22 -1.14 -0.97
O -1.07 -0.13 -0.24
O 0.15 -0.82 -2.51
C -0.26 0.42 -3.07
C 0.45 1.58 -2.36
O -0.96 -2.60 -1.03
C -1.40 -3.40 0.04
C -2.56 -4.20 -0.45
H 2.36 -1.50 -3.07
H 3.36 -0.49 -2.05
H 3.93 -2.07 -2.38
H 1.90 -3.07 -1.24
H 2.93 -2.11 -0.10
H 0.11 0.37 -4.10
H -1.35 0.41 -3.13
H -0.08 1.72 -1.42
H 1.53 1.52 -2.17
H 0.26 2.56 -2.80
H -0.43 -3.88 0.20
H -1.57 -2.81 0.94
H -3.53 -3.71 -0.41
H -2.27 -4.53 -1.44
H -2.61 -5.07 0.20
```

Values from the calculation:
Spin multiplicity: 2
Total charge: -1
Energy above the lowest of the compared OMol25 structures with the same formula, charge and spin (kJ/mol): 0.0